Computed, not measured: a 2-piece molecular cluster, C5H11N2O2 overall at a distorted geometry, with the ωB97M-V functional and the def2-TZVPD basis.

For the largest force on an atom, the calculation gives 5.67 eV/A. Its net charge is +1. As for the HOMO-LUMO gap: 10.55 eV. The electronic energy is -12430.15123 eV.

CARTESIAN COORDINATES (ANGSTROEM)
C -1.69895 0.81300 -0.39542
C -1.26144 -0.72685 0.00883
C -1.43348 1.16984 -1.59993
C 3.12811 -1.14615 0.28627
C -2.75805 1.46851 0.41265
N 2.36941 -0.16147 -0.01501
N -0.02280 -1.00973 -0.06823
O -2.02011 -1.76292 0.19692
O 4.47626 -1.19300 0.41961
H -0.68767 0.60315 -2.17797
H -1.80664 2.13185 -1.98113
H 2.82841 -2.23976 0.42990
H -2.54332 2.56997 0.26664
H -2.80453 1.05566 1.47610
H -3.87666 1.33751 0.04965
H 2.75905 0.77720 -0.14861
H 0.19630 -2.06506 -0.03124
H 1.19253 -0.26861 -0.00414
H -2.93264 -1.63080 0.51441
H 4.97445 -0.35055 0.27266